[1]
DFT (ωB97M-V/def2-TZVPD) results for a molecular structure, C44H60N4O7P3Rb.

```
119
Properties=species:S:1:pos:R:3:forces:R:3:mulliken_charge:R:1
Rb -0.104 1.013 -0.959 0.64 1.68 -0.01 1.1720
N -0.590 3.907 0.815 0.09 0.10 -0.02 -0.0026
C -0.769 4.075 2.171 -0.16 0.05 -0.18 0.0798
C -1.651 5.076 2.606 0.02 -0.03 0.06 -0.6149
C -1.819 5.336 3.949 0.01 0.00 0.02 -0.6065
C -1.110 4.611 4.905 -0.01 0.01 -0.07 -0.9331
C -0.252 3.613 4.483 0.02 -0.03 0.07 -0.7174
C -0.070 3.319 3.130 -0.02 0.00 -0.01 0.6176
P 0.927 1.918 2.515 0.16 0.10 0.12 1.8526
C 1.056 0.847 4.000 -0.09 0.06 0.00 0.1497
C 0.124 -0.187 4.090 -0.03 -0.03 -0.01 -0.7941
C 0.093 -1.035 5.188 0.05 0.04 -0.01 -0.2892
C 1.011 -0.866 6.215 -0.01 0.00 -0.01 -0.7565
C 1.946 0.158 6.139 -0.02 -0.02 -0.01 -0.6718
C 1.966 1.009 5.043 0.06 0.04 0.00 -0.0883
C 2.607 2.660 2.373 -0.09 -0.06 0.01 0.3983
C 2.749 3.986 1.971 -0.02 0.02 0.01 -0.7430
C 4.002 4.516 1.699 0.01 -0.03 -0.01 -0.6884
C 5.140 3.733 1.830 -0.04 -0.03 0.02 -0.6487
C 5.012 2.412 2.238 -0.04 0.04 -0.02 -0.8518
C 3.757 1.881 2.499 0.01 -0.08 -0.01 -0.3074
H -1.336 4.142 0.176 -0.01 0.00 -0.05 0.2975
H -0.056 3.121 0.484 0.04 0.09 0.28 -0.4931
H -2.194 5.649 1.865 0.00 0.01 -0.01 0.4901
H -2.507 6.113 4.257 0.00 0.00 0.01 0.3799
H -1.234 4.814 5.960 -0.01 0.01 0.02 0.4550
H 0.277 3.029 5.226 0.00 0.00 -0.03 0.3735
H -0.590 -0.327 3.284 0.02 0.00 -0.03 0.0847
H -0.641 -1.830 5.237 -0.01 -0.01 0.01 0.4949
H 0.998 -1.528 7.071 0.00 0.00 0.01 0.3862
H 2.660 0.301 6.940 0.01 -0.01 0.01 0.4292
H 2.695 1.809 5.003 -0.01 0.00 -0.02 0.4827
H 1.874 4.614 1.855 -0.02 0.00 0.01 0.3797
H 4.088 5.548 1.381 0.00 0.01 0.00 0.4432
H 6.117 4.147 1.620 0.01 0.01 0.00 0.4110
H 5.891 1.788 2.348 0.01 -0.01 0.00 0.4069
H 3.679 0.842 2.799 -0.01 0.01 0.00 0.4870
N -3.103 3.989 -3.310 -0.05 0.03 -0.11 -0.4245
C -2.254 3.033 -2.803 -0.02 -0.02 0.31 -0.2108
O -1.669 3.263 -1.726 -0.14 -0.09 -0.10 -0.5131
C -2.058 1.804 -3.621 0.44 0.41 -0.08 1.4788
C -0.831 2.134 -4.488 -0.05 -0.53 -0.12 -1.1924
H -2.908 4.928 -2.997 -0.02 -0.02 -0.01 0.2297
H -3.315 3.908 -4.292 0.02 0.02 0.02 0.2675
H -2.932 1.571 -4.236 -0.06 0.03 0.03 0.5822
H -1.852 0.949 -2.977 -0.21 -0.07 0.07 -1.6154
H -1.031 2.931 -5.207 0.01 0.11 0.03 0.1770
H 0.035 2.377 -3.864 0.01 0.16 0.02 0.0710
C 3.506 3.674 -2.436 -0.09 0.05 0.01 -1.1196
C 4.623 2.861 -2.465 0.05 -0.11 0.05 -0.7180
C 4.614 1.676 -1.744 0.09 0.09 -0.14 -1.0075
C 3.484 1.339 -1.013 -0.08 -0.36 0.29 0.2156
N 2.412 2.131 -0.976 0.32 0.24 0.00 1.3194
C 2.421 3.262 -1.676 0.11 -0.10 0.04 -0.4722
C 3.419 0.068 -0.193 0.00 0.48 -0.15 0.7950
C 4.491 -0.818 -0.135 0.11 -0.06 0.00 -0.9888
C 4.421 -1.920 0.699 0.03 0.07 -0.08 -0.9443
C 3.276 -2.116 1.452 -0.06 -0.03 0.04 -1.4146
C 2.249 -1.197 1.311 0.05 0.15 -0.01 -0.8780
N 2.309 -0.133 0.516 0.09 -0.23 -0.03 1.8807
H 3.461 4.601 -2.989 0.01 0.00 -0.02 0.4888
H 5.494 3.136 -3.044 0.00 0.01 0.00 0.4444
H 5.482 1.034 -1.765 0.00 0.02 -0.01 0.4145
H 1.518 3.862 -1.630 -0.03 0.00 -0.01 0.4083
H 5.383 -0.649 -0.719 0.00 -0.02 0.00 0.4857
H 5.256 -2.607 0.762 -0.01 -0.01 0.01 0.4904
H 3.175 -2.948 2.136 0.01 -0.01 0.00 0.5743
H 1.341 -1.299 1.896 -0.03 -0.01 0.01 0.6696
C -5.341 -3.341 -1.546 -0.08 -0.01 -0.01 -1.8153
C -4.036 -2.640 -1.848 0.21 -0.07 0.03 1.4207
C -4.229 -1.280 -2.477 -0.09 0.06 -0.09 -1.1020
O -3.332 -2.583 -0.566 -0.27 -0.07 -0.03 -0.2730
P -2.135 -1.673 -0.107 0.16 0.07 -0.06 0.1516
O -2.112 -0.304 -0.650 -1.13 -1.11 0.30 -0.5906
C -0.623 -2.632 -0.395 -0.02 0.09 0.04 0.0662
P 0.177 -2.329 -1.983 -0.03 0.38 -0.28 -0.3226
O 0.871 -1.032 -2.054 0.21 -1.16 -0.24 -0.9261
O 1.175 -3.509 -2.314 0.13 -0.13 0.13 -0.3206
C 1.255 -4.889 -1.882 0.02 0.10 -0.09 0.4400
C 1.741 -4.976 -0.447 0.02 -0.03 0.03 -1.1879
C -0.024 -5.665 -2.136 -0.03 -0.06 -0.01 -1.0684
O -1.074 -2.491 -2.925 -0.20 -0.16 -0.16 0.7825
C -1.125 -2.369 -4.393 -0.09 0.12 0.21 0.7090
C -0.948 -3.745 -4.993 0.04 -0.04 -0.11 -1.6645
C -0.159 -1.345 -4.934 0.12 0.01 -0.11 -1.4089
O -2.185 -1.783 1.467 -0.01 -0.05 0.13 -0.3042
C -3.277 -1.332 2.330 0.16 0.03 -0.07 0.7043
C -3.894 -0.038 1.843 -0.12 0.04 0.03 -1.0239
C -4.271 -2.459 2.501 -0.09 -0.01 0.02 -1.3804
H -5.864 -3.562 -2.476 -0.01 0.01 -0.01 0.4867
H -5.983 -2.705 -0.935 0.00 0.01 0.01 0.3474
H -5.167 -4.276 -1.015 0.02 -0.01 0.00 0.3802
H -3.419 -3.265 -2.496 0.00 0.02 0.01 -0.1756
H -4.790 -0.619 -1.815 -0.02 0.00 0.01 0.2828
H -4.802 -1.414 -3.396 -0.02 0.02 0.00 0.4777
H -3.291 -0.789 -2.721 0.01 -0.05 0.01 -0.0420
H -0.894 -3.679 -0.275 0.04 -0.02 0.06 0.5534
H 0.090 -2.360 0.385 0.01 -0.05 0.00 -0.4175
H 2.037 -5.286 -2.530 0.01 -0.01 0.01 0.4064
H 0.942 -4.812 0.276 -0.01 0.03 0.00 0.1727
H 2.530 -4.246 -0.269 0.00 -0.01 -0.03 0.1713
H 2.147 -5.973 -0.268 -0.01 -0.01 0.02 0.5686
H -0.890 -5.198 -1.667 -0.01 0.00 0.02 0.1395
H 0.084 -6.665 -1.714 0.00 -0.03 -0.02 0.4937
H -0.231 -5.763 -3.200 0.03 0.03 0.02 0.2391
H -2.150 -2.032 -4.561 0.02 0.03 0.01 0.2818
H 0.072 -4.104 -4.849 -0.01 0.02 0.00 0.2668
H -1.137 -3.682 -6.065 0.00 -0.03 -0.02 0.5073
H -1.647 -4.464 -4.562 -0.01 0.02 0.01 0.3146
H 0.876 -1.640 -4.747 -0.01 -0.02 0.01 0.3037
H -0.314 -0.325 -4.564 -0.07 -0.02 0.00 0.3845
H -0.305 -1.294 -6.015 0.02 0.00 0.00 0.4916
H -2.769 -1.148 3.278 -0.01 -0.02 0.01 0.1328
H -4.400 -0.168 0.886 0.00 -0.03 -0.01 0.1624
H -3.147 0.745 1.725 0.04 0.00 0.01 0.1564
H -4.632 0.290 2.576 0.01 0.01 0.01 0.5340
H -4.828 -2.634 1.580 0.01 0.01 -0.01 0.1038
H -4.976 -2.198 3.291 -0.02 -0.01 0.00 0.4955
H -3.764 -3.381 2.781 0.02 0.00 0.01 0.3362
```
Positions in Å, forces in eV/Å.

Calculated values
LUMO = 0.12 eV
2S+1 = 1
E_tot = -3506.6799 a.u.
HOMO energy = -0.1535 hartree

=====

[2]
DFT (ωB97M-V/def2-TZVPD) results for a molecular structure, C44H61BrN6O2Sr.

```
115
Properties=species:S:1:pos:R:3:forces:R:3:mulliken_charge:R:1
Sr -0.959 0.176 1.349 0.66 -0.22 0.39 0.8966
N -1.842 1.405 3.502 -0.05 0.02 0.25 -0.1586
C -3.018 0.615 3.907 -0.19 0.10 -0.04 -0.8145
C -2.667 -0.839 4.186 -0.07 -0.03 0.10 -1.1445
N -2.259 -1.624 3.012 0.07 0.05 -0.05 1.5995
C -3.409 -2.030 2.191 -0.09 0.06 0.05 -0.8677
C -3.025 -2.612 0.832 -0.07 -0.15 -0.03 -1.0649
N -2.320 -1.641 -0.008 -0.11 0.04 0.08 -0.1389
C -1.488 -2.795 3.446 -0.02 -0.07 0.05 -1.5169
C -0.010 -2.501 3.620 0.02 -0.06 0.08 -0.6880
N 0.549 -1.980 2.372 -0.08 0.00 -0.10 0.2588
H -1.231 1.584 4.297 -0.10 -0.06 -0.15 0.1602
H -2.146 2.313 3.166 -0.01 0.03 -0.01 0.1703
H -3.737 0.680 3.089 0.01 -0.01 0.02 0.2802
H -3.506 1.032 4.795 0.05 -0.09 0.01 0.4920
H -3.530 -1.313 4.681 0.03 -0.02 -0.01 0.2757
H -1.843 -0.870 4.904 -0.01 0.03 0.00 0.4789
H -4.031 -1.150 2.021 0.01 0.01 -0.03 0.5202
H -4.025 -2.763 2.735 0.01 -0.04 -0.02 0.3396
H -3.946 -2.979 0.362 0.02 0.03 0.04 0.4991
H -2.379 -3.483 0.946 -0.03 0.00 0.00 0.3617
H -2.988 -0.949 -0.333 0.01 0.01 -0.12 0.0200
H -1.880 -2.076 -0.816 0.02 0.07 0.00 0.1481
H -1.592 -3.581 2.699 0.03 0.00 -0.01 0.3882
H -1.900 -3.205 4.381 0.02 0.00 -0.02 0.3374
H 0.488 -3.417 3.965 -0.03 0.04 -0.01 0.4971
H 0.140 -1.752 4.399 -0.03 0.00 -0.01 0.2959
H 0.581 -2.712 1.670 -0.03 -0.04 -0.02 -0.2555
H 1.507 -1.677 2.502 0.03 0.02 0.01 -0.0285
C 2.404 -3.701 0.001 -0.03 0.06 0.04 -0.8332
C 1.518 -4.454 -0.991 0.13 -0.07 0.02 0.2437
C 0.082 -4.588 -0.490 -0.11 0.05 0.03 -1.1156
C 1.607 -3.904 -2.400 0.04 -0.14 -0.08 0.8853
C 2.295 -4.652 -3.351 -0.06 0.00 0.03 -0.9240
C 2.372 -4.248 -4.671 -0.01 0.01 -0.01 -1.3399
C 1.710 -3.095 -5.059 0.01 0.02 0.03 -0.9709
C 1.013 -2.311 -4.147 0.03 -0.05 -0.09 1.3022
C 0.259 -1.101 -4.669 0.04 0.00 -0.13 0.2986
C -1.231 -1.126 -4.333 -0.11 0.05 0.09 -1.3769
C 0.881 0.246 -4.302 0.01 0.07 0.03 -1.0615
C 1.021 -2.697 -2.797 -0.20 0.03 0.12 -1.1018
N 0.310 -1.892 -1.881 0.16 0.15 0.11 0.7792
C 0.850 -0.929 -1.230 -0.44 0.00 0.03 -0.7425
C 2.186 -0.391 -1.100 -0.02 0.05 0.05 1.1327
C 3.234 -0.818 -1.933 0.13 -0.04 -0.06 -0.1072
C 4.472 -0.226 -1.912 -0.03 0.01 0.01 -1.1185
C 4.671 0.852 -1.039 0.02 0.02 -0.01 -0.8942
C 3.679 1.292 -0.205 0.04 -0.01 0.00 -1.0190
C 2.392 0.674 -0.154 0.09 -0.12 -0.10 -1.3448
N 1.460 1.033 0.751 -0.15 0.04 0.01 3.1179
C 1.674 2.286 1.387 -0.15 -0.02 0.00 -1.0685
C 1.293 3.475 0.721 0.00 0.02 -0.03 0.5391
C 1.452 4.700 1.358 0.01 -0.02 -0.03 -0.3393
C 1.978 4.790 2.634 0.00 0.01 0.00 -1.5336
C 2.351 3.630 3.283 0.02 0.03 0.01 -1.0044
C 2.216 2.380 2.684 -0.04 0.02 0.01 0.3567
C 2.627 1.197 3.543 0.11 0.02 0.07 0.5836
C 3.462 0.108 2.875 0.02 -0.05 -0.01 -1.5606
C 1.405 0.627 4.258 -0.03 -0.06 0.01 -0.4253
C 0.751 3.455 -0.699 -0.01 -0.07 0.00 2.3721
C -0.442 4.390 -0.884 -0.03 0.03 0.00 -1.8087
C 1.841 3.821 -1.711 0.01 0.00 -0.01 -1.5843
H 2.400 -4.206 0.971 0.01 -0.03 0.04 0.4968
H 2.078 -2.669 0.144 0.03 -0.08 -0.04 -0.4935
H 3.433 -3.656 -0.352 0.05 -0.01 -0.01 0.4044
H 1.916 -5.473 -1.055 0.01 0.04 0.02 0.8568
H -0.403 -3.613 -0.413 0.07 -0.02 0.06 -0.3423
H 0.068 -5.073 0.490 0.00 -0.02 0.05 0.4204
H -0.516 -5.193 -1.171 0.00 -0.03 -0.02 0.5057
H 2.763 -5.579 -3.043 0.03 -0.03 0.01 0.4192
H 2.910 -4.843 -5.396 0.03 -0.01 -0.02 0.3801
H 1.723 -2.793 -6.099 0.00 0.01 -0.05 0.4215
H 0.334 -1.185 -5.759 -0.02 0.01 0.03 0.7022
H -1.405 -0.929 -3.274 0.02 -0.01 -0.09 0.0004
H -1.674 -2.093 -4.575 -0.01 -0.04 -0.01 0.3412
H -1.751 -0.361 -4.909 -0.03 0.04 -0.04 0.4940
H 0.769 0.481 -3.245 -0.02 0.00 -0.04 -0.1543
H 0.391 1.040 -4.868 -0.02 0.03 -0.03 0.5960
H 1.946 0.273 -4.534 0.05 -0.01 -0.01 0.3059
H 0.110 -0.332 -0.695 0.18 -0.05 -0.11 -0.2000
H 3.054 -1.628 -2.628 0.06 0.08 0.05 0.2796
H 5.261 -0.570 -2.564 0.03 -0.01 -0.02 0.5041
H 5.631 1.354 -1.015 0.03 0.00 -0.01 0.3748
H 3.877 2.127 0.455 0.00 -0.01 -0.01 0.6073
H 1.167 5.604 0.839 -0.02 0.06 -0.03 0.3742
H 2.103 5.753 3.111 0.00 0.03 0.02 0.4003
H 2.775 3.685 4.279 0.02 0.01 0.03 0.4355
H 3.267 1.621 4.326 -0.04 -0.03 -0.02 0.7069
H 2.931 -0.392 2.067 -0.01 0.02 0.02 -0.1975
H 3.755 -0.632 3.622 0.03 -0.04 0.04 0.5415
H 4.371 0.518 2.438 0.01 0.03 0.01 0.3801
H 0.662 0.273 3.543 0.07 -0.03 0.03 -0.4109
H 0.930 1.391 4.878 0.04 0.03 0.02 0.5664
H 1.679 -0.211 4.904 0.03 -0.01 0.03 0.5212
H 0.416 2.437 -0.907 -0.01 0.05 0.00 -1.0921
H -0.157 5.437 -0.773 0.03 0.05 0.01 0.5348
H -1.244 4.171 -0.181 0.00 -0.02 0.03 0.3151
H -0.844 4.282 -1.892 0.00 -0.01 -0.05 0.3731
H 2.203 4.836 -1.532 0.01 0.04 0.02 0.3547
H 1.438 3.784 -2.725 -0.02 -0.01 -0.05 0.4421
H 2.691 3.144 -1.659 0.01 -0.02 0.00 0.2774
Br -3.480 4.309 -4.635 0.01 0.01 -0.03 -0.2020
C -4.238 3.644 -3.031 -0.03 -0.02 0.06 -0.3445
C -5.571 3.895 -2.747 0.04 0.02 -0.04 -0.3252
C -6.117 3.398 -1.572 -0.01 0.00 0.00 -0.7346
C -5.338 2.659 -0.697 0.01 -0.01 0.00 -0.2814
C -4.001 2.427 -0.988 -0.06 0.03 -0.05 0.0875
C -3.445 2.920 -2.161 0.00 0.05 -0.06 -0.1154
C -3.138 1.632 -0.054 -0.09 -0.12 0.04 -0.4735
O -3.680 0.945 0.846 -0.03 -0.06 0.21 -0.4644
O -1.892 1.665 -0.233 0.03 0.37 -0.59 -0.0174
H -6.173 4.469 -3.438 -0.02 0.01 -0.02 0.4033
H -7.156 3.591 -1.346 -0.04 0.00 0.01 0.4049
H -5.752 2.252 0.216 0.00 0.00 0.02 0.4685
H -2.403 2.731 -2.375 0.01 -0.03 0.01 0.4736
```
Positions in Å, forces in eV/Å.

Calculated values
LUMO = 0.13 eV
2S+1 = 1
E_tot = -4797.1645 a.u.
HOMO energy = -0.2415 hartree